Entry 1:
The following is a DFT calculation (ωB97M-V/def2-TZVPD) of a cluster of 2 separate species, C4H12ClNSi in total in a non-equilibrium geometry.

Frontier orbital gap, eV: 7.98
Relative energy (zero: lowest compared OMol25 entry of this formula, charge and spin), kJ/mol: 465.9
HOMO, eV: -7.5
Max |F|, Eh/bohr: 0.1075

```
19
Properties=species:S:1:pos:R:3:forces:R:3:lowdin_charge:R:1
C 0.775 -0.648 2.339 0.989 -0.843 -5.371 -0.194
C -1.489 -0.781 -1.523 -0.450 1.527 3.140 -0.242
C 0.408 0.272 -2.437 1.526 1.116 0.669 -0.254
C 0.788 0.870 1.955 1.430 -1.191 0.705 -0.433
N -0.158 -0.222 -1.193 -1.344 1.307 1.417 -0.266
Si -0.473 1.476 0.681 2.873 -3.421 -2.469 0.362
Cl 0.141 3.322 0.253 -0.045 1.010 -0.436 0.333
H 0.981 -1.158 1.221 -0.054 0.926 2.842 0.109
H 1.609 -0.992 2.989 -1.192 0.339 -0.065 0.071
H -0.236 -1.004 2.402 -0.357 -0.405 1.359 0.035
H -2.194 0.004 -1.797 -0.036 0.210 -1.084 0.049
H -1.442 -1.569 -2.247 -0.017 -0.573 -0.343 0.060
H -2.017 -1.055 -0.559 0.830 -0.720 -0.880 0.065
H 1.037 -0.562 -2.861 -0.473 0.875 -0.018 0.077
H -0.305 0.660 -3.209 0.313 -0.337 0.552 0.069
H 1.083 1.143 -2.132 -0.501 -1.149 -0.908 0.065
H 1.920 1.036 1.656 -2.542 0.527 0.422 0.116
H 0.514 1.356 2.896 0.494 0.764 -0.093 0.046
H -1.862 1.275 0.677 -1.445 0.040 0.559 -0.069
```
Positions in Å, forces in eV/Å.

---

Entry 2:
The following is a DFT calculation (ωB97M-V/def2-TZVPD) of a cluster of 2 separate species, C4H12ClNSi2 in total in a non-equilibrium geometry.

Frontier orbital gap, eV: 7.74
HOMO, eV: -8.1
Max |F|, Eh/bohr: 0.0311

```
20
Properties=species:S:1:pos:R:3:forces:R:3:lowdin_charge:R:1
C -1.290 -0.392 -1.723 0.097 0.012 0.333 -0.238
C -1.099 -1.206 -0.441 -0.214 -0.346 -0.286 -0.306
C -0.012 0.428 -1.959 0.261 0.367 0.251 -0.221
C 1.348 2.222 0.727 -0.179 -0.590 -0.402 -0.176
N -0.444 -0.367 0.563 0.847 0.912 0.207 -0.369
Si 0.567 0.780 -0.184 0.331 -1.299 0.218 0.781
Si -0.323 -1.029 2.200 -0.257 0.427 -0.611 0.603
Cl 3.363 -1.196 0.240 -1.288 0.924 -0.202 -0.589
H -1.500 -1.050 -2.563 -0.009 0.009 -0.037 0.114
H -2.138 0.281 -1.594 -0.061 0.024 0.001 0.108
H -2.055 -1.553 -0.043 -0.013 -0.034 -0.076 0.107
H -0.474 -2.080 -0.646 -0.006 -0.087 -0.013 0.122
H 0.738 -0.180 -2.466 0.204 0.041 0.102 0.084
H -0.203 1.302 -2.578 0.126 0.104 0.037 0.073
H 1.796 1.863 1.649 0.013 -0.177 0.058 0.031
H 2.139 2.656 0.124 0.090 -0.017 -0.149 0.036
H 0.622 2.996 0.963 -0.223 0.017 -0.053 0.035
H -1.715 -1.366 2.529 -0.105 -0.106 0.212 -0.067
H 0.150 0.097 3.000 0.186 0.074 0.295 -0.068
H 0.530 -2.205 2.203 0.197 -0.255 0.116 -0.062
```
Positions in Å, forces in eV/Å.

---

Entry 3:
The following is a DFT calculation (ωB97M-V/def2-TZVPD) of a structure of composition C4H12CsO2 in a non-equilibrium geometry.

Frontier orbital gap, eV: 10.21
Total charge: +1
Relative energy (zero: lowest compared OMol25 entry of this formula, charge and spin), kJ/mol: 828.1
HOMO, eV: -13.9
Max |F|, Eh/bohr: 0.3661

```
19
Properties=species:S:1:pos:R:3:forces:R:3:lowdin_charge:R:1
Cs -0.804 1.604 0.890 -11.538 11.802 9.050 2.073
C 1.116 1.613 3.166 1.172 0.212 1.172 -0.136
O 0.960 1.158 1.811 8.248 -2.128 4.996 -0.693
H 1.372 2.671 3.223 0.064 -0.008 -0.275 0.098
H 0.229 1.495 3.789 -0.543 -0.275 -0.764 0.087
H 1.873 1.046 3.707 0.178 -0.017 -0.328 0.098
H 1.589 1.582 1.223 1.047 -0.022 0.386 0.073
C 0.733 -1.088 -1.704 1.115 -1.174 0.048 -0.054
C -0.612 -0.518 -1.715 -3.430 -2.160 0.003 -0.427
C -1.743 -1.609 -1.362 1.208 0.707 -0.195 -0.005
O -0.752 0.412 -0.637 1.285 -6.586 -11.291 -0.772
H 1.574 -0.430 -1.924 -0.227 0.299 -0.345 0.094
H 0.728 -1.918 -2.411 0.382 -0.023 -0.034 0.106
H 0.941 -1.495 -0.715 -0.043 -0.213 0.059 0.097
H -0.911 -0.095 -2.674 0.168 0.456 0.102 0.149
H -1.388 -2.206 -0.522 0.275 -0.465 -0.335 0.082
H -1.975 -2.187 -2.256 0.161 -0.272 0.287 0.088
H -2.681 -1.217 -0.969 0.059 0.679 -0.435 0.078
H -0.252 1.181 -0.921 0.419 -0.811 -2.101 -0.036
```
Positions in Å, forces in eV/Å.

---

Entry 4:
The following is a DFT calculation (ωB97M-V/def2-TZVPD) of a structure of composition C4H12CuIO4 in a non-equilibrium geometry.

Frontier orbital gap (spin up / spin down), eV: 7.80 / 3.52
Total charge: +2
Relative energy (zero: lowest compared OMol25 entry of this formula, charge and spin), kJ/mol: 311.6
HOMO (spin up / spin down), eV: -15.4 / -15.1
Max |F|, Eh/bohr: 0.0723
Spin multiplicity: 3

```
22
Properties=species:S:1:pos:R:3:forces:R:3:lowdin_charge:R:1
Cu 10.063 15.378 7.233 0.746 -1.168 0.364 0.455
I 11.602 12.964 7.995 -0.827 1.270 -0.309 0.130
C 11.024 14.499 13.665 -1.685 -1.587 2.912 -0.125
C 11.282 13.466 12.577 0.467 1.709 -2.538 -0.118
O 10.485 13.732 11.478 -1.567 0.515 0.572 0.172
O 9.630 14.524 14.036 1.508 0.482 -1.357 0.052
H 11.412 15.512 13.555 -0.044 -0.049 -0.997 0.161
H 11.574 14.030 14.481 0.268 0.326 0.324 0.142
H 10.952 12.446 12.776 0.082 -0.555 1.203 0.198
H 12.282 13.512 12.146 0.583 -0.513 0.844 0.158
H 10.906 13.413 10.676 0.520 -0.229 -1.440 -0.013
H 9.530 14.288 14.961 -0.049 -0.181 0.344 0.124
C 11.725 11.382 2.264 -1.101 -0.605 -0.030 -0.120
C 12.304 11.414 3.703 -1.832 0.834 0.212 -0.095
O 11.538 12.247 4.538 0.722 -0.832 -1.875 0.104
O 10.486 10.620 2.278 2.050 0.482 0.361 0.054
H 12.440 10.862 1.628 -0.106 -0.023 0.014 0.147
H 11.488 12.370 1.869 0.487 0.118 0.212 0.142
H 13.308 11.832 3.779 1.009 0.862 -0.912 0.198
H 12.620 10.465 4.136 -0.672 -0.643 0.563 0.171
H 11.828 12.184 5.451 -0.037 -0.254 1.490 -0.048
H 9.790 11.253 2.469 -0.524 0.041 0.043 0.113
```
Positions in Å, forces in eV/Å.